Entry 1:
Entry from OMol25: a 9-piece molecular cluster, C41H99NO17 overall (ωB97M-V/def2-TZVPD).

```
! wB97M-V def2-TZVPD RIJCOSX def2/J DEFGRID3
* xyz 0 1
C -1.75 0.91 -0.36
C -0.37 0.38 0.04
C -0.10 0.87 1.49
C -0.42 -1.14 0.11
C 0.97 -1.77 0.08
C 1.83 -1.15 -0.99
C 2.00 0.36 -0.95
C 2.81 0.80 0.26
C 2.64 0.80 -2.24
N 0.64 0.87 -0.90
O 0.55 2.28 -1.02
H -2.47 0.56 0.36
H -1.75 1.99 -0.48
H -1.96 0.44 -1.33
H -0.99 0.66 2.09
H 0.73 0.35 1.98
H 0.12 1.94 1.61
H -0.94 -1.45 1.01
H -0.84 -1.49 -0.84
H 1.52 -1.79 1.03
H 0.89 -2.83 -0.16
H 1.42 -1.43 -1.97
H 2.84 -1.60 -0.99
H 2.63 1.83 0.54
H 3.88 0.70 0.05
H 2.62 0.17 1.13
H 3.62 0.34 -2.36
H 2.83 1.88 -2.21
H 2.02 0.56 -3.11
H 0.80 2.62 -0.14
C 1.16 -5.02 5.34
O 0.79 -3.97 4.47
C 0.29 -4.44 3.24
C 1.34 -5.10 2.39
O 1.04 -4.91 1.03
C 2.05 -5.33 0.17
H 1.64 -4.58 6.21
H 1.86 -5.71 4.86
H 0.27 -5.55 5.70
H -0.14 -3.59 2.72
H -0.56 -5.10 3.47
H 1.47 -6.16 2.67
H 2.32 -4.64 2.63
H 1.71 -5.08 -0.84
H 2.19 -6.41 0.22
H 3.01 -4.80 0.30
C -0.71 -7.05 -1.88
O -1.96 -6.51 -2.28
C -1.92 -5.15 -2.60
C -1.86 -4.24 -1.41
O -3.07 -4.36 -0.69
C -2.99 -3.84 0.60
H 0.02 -6.96 -2.69
H -0.90 -8.08 -1.59
H -0.32 -6.50 -1.01
H -2.86 -4.96 -3.14
H -1.10 -4.90 -3.29
H -1.79 -3.20 -1.76
H -1.01 -4.45 -0.75
H -3.97 -3.96 1.06
H -2.80 -2.75 0.62
H -2.25 -4.36 1.22
C 3.60 -2.36 -4.97
O 4.97 -2.16 -5.19
C 5.51 -1.13 -4.45
C 5.20 0.24 -4.97
O 5.72 1.20 -4.12
C 5.32 2.50 -4.44
H 3.31 -3.26 -5.52
H 3.00 -1.56 -5.45
H 3.33 -2.42 -3.91
H 6.59 -1.30 -4.35
H 5.23 -1.17 -3.38
H 4.09 0.30 -5.01
H 5.50 0.34 -6.03
H 4.34 2.55 -4.92
H 6.06 3.04 -5.04
H 5.29 3.05 -3.49
C -1.12 0.87 -4.94
O -1.99 1.95 -5.22
C -1.85 2.94 -4.26
C -2.89 4.03 -4.39
O -2.75 4.67 -5.65
C -3.68 5.70 -5.80
H -1.09 0.25 -5.84
H -1.45 0.25 -4.10
H -0.10 1.21 -4.77
H -0.87 3.42 -4.19
H -2.11 2.51 -3.28
H -2.60 4.78 -3.64
H -3.93 3.71 -4.30
H -4.71 5.34 -5.70
H -3.60 6.07 -6.82
H -3.46 6.53 -5.12
C -4.97 -0.50 -1.16
O -5.12 -0.42 0.26
C -6.04 -1.33 0.81
C -7.38 -1.36 0.15
O -8.16 -2.31 0.83
C -9.52 -2.25 0.46
H -5.92 -0.37 -1.68
H -4.49 -1.48 -1.33
H -4.32 0.30 -1.52
H -6.14 -1.08 1.86
H -5.63 -2.35 0.74
H -7.35 -1.56 -0.93
H -7.88 -0.38 0.25
H -10.04 -3.01 1.03
H -9.62 -2.57 -0.59
H -9.95 -1.26 0.63
C 2.75 2.86 3.60
O 3.67 2.22 4.48
C 3.24 0.91 4.75
C 4.39 0.16 5.39
O 3.95 -1.08 5.88
C 4.35 -2.16 5.10
H 2.57 2.32 2.67
H 3.02 3.89 3.41
H 1.82 2.92 4.19
H 2.84 0.40 3.86
H 2.41 0.96 5.47
H 4.69 0.74 6.27
H 5.28 0.06 4.76
H 3.70 -3.00 5.30
H 5.40 -2.41 5.32
H 4.35 -1.91 4.03
C 1.33 5.44 1.38
O 2.12 4.54 0.64
C 3.30 5.23 0.22
C 4.12 4.39 -0.71
O 4.88 3.47 0.07
C 5.79 2.73 -0.72
H 0.97 6.25 0.74
H 1.84 5.81 2.27
H 0.48 4.88 1.76
H 3.91 5.48 1.09
H 2.90 6.08 -0.33
H 4.85 5.07 -1.17
H 3.47 3.85 -1.40
H 5.14 2.20 -1.43
H 6.32 1.99 -0.14
H 6.50 3.38 -1.24
C -4.79 1.56 2.49
O -4.65 2.59 3.42
C -3.86 3.68 2.98
C -3.42 4.48 4.18
O -2.36 3.84 4.91
C -2.67 2.65 5.60
H -5.73 1.05 2.75
H -3.99 0.82 2.46
H -5.01 1.94 1.48
H -4.50 4.32 2.34
H -2.99 3.29 2.44
H -4.27 4.56 4.87
H -2.98 5.42 3.89
H -3.71 2.35 5.51
H -2.40 2.78 6.66
H -2.03 1.85 5.23
*
```

Summary:
Orbital gap in eV: 8.7261
LUMO in eV: 0.38
Highest occupied orbital energy in eV: -8.346
Structure (SMILES): CC1(C)CCCC(C)(C)N1O.COCCOC.COCCOC.COCCOC.COCCOC.COCCOC.COCCOC.COCCOC.COCCOC
F_max in eV/Å: 2.12

=====

Entry 2:
Entry from OMol25: a 7-piece molecular cluster, H12NO9 overall (ωB97M-V/def2-TZVPD).

```
! wB97M-V def2-TZVPD RIJCOSX def2/J DEFGRID3
* xyz -1 1
N -0.93 0.83 -0.49
O -1.23 -0.07 -1.31
O -0.04 1.62 -0.80
O -1.12 0.50 0.71
O -1.39 -0.75 3.03
H -1.39 -0.17 3.78
H -1.32 -0.25 2.21
O 1.41 0.99 2.38
H 0.76 1.46 1.85
H 2.07 1.67 2.40
O 2.53 2.54 0.29
H 3.09 1.74 0.30
H 1.70 2.34 -0.14
O 1.95 0.20 -2.05
H 2.43 0.08 -1.21
H 1.06 0.41 -1.79
O -1.52 -2.02 -3.21
H -0.71 -2.43 -2.92
H -1.79 -1.27 -2.65
O -1.77 -2.54 0.21
H -1.77 -1.68 -0.12
H -2.02 -3.17 -0.48
*
```

Summary:
Orbital gap in eV: 9.8201
LUMO in eV: 3.31
Highest occupied orbital energy in eV: -6.508
F_max in eV/Å: 6.02

=====

Entry 3:
Entry from OMol25: C6H6O as an isolated structure (ωB97M-V/def2-TZVPD).

```
! wB97M-V def2-TZVPD RIJCOSX def2/J DEFGRID3
* xyz 0 1
C 2.56 1.01 -0.09
C 1.44 0.57 -0.11
C 0.11 0.04 -0.14
C -1.15 0.89 -0.07
C -0.92 -0.15 0.96
O -1.31 -1.43 0.49
C -0.30 -1.38 -0.54
H 3.56 1.39 -0.08
H -1.93 0.74 -0.81
H -0.97 1.92 0.23
H -0.86 0.02 2.03
H 0.49 -2.11 -0.34
H -0.71 -1.51 -1.54
*
```

Summary:
Orbital gap in eV: 10.2960
LUMO in eV: 1.05
Highest occupied orbital energy in eV: -9.249
F_max in eV/Å: 0.40

=====

Entry 4:
Entry from OMol25: C33H36Cl2ErN5O4Se as an isolated structure (ωB97M-V/def2-TZVPD).

```
! wB97M-V def2-TZVPD RIJCOSX def2/J DEFGRID3
* xyz 0 4
Er -16.80 -4.75 6.78
C -13.93 -6.10 7.97
N -14.62 -6.50 6.73
C -13.68 -6.26 5.64
C -14.00 -6.77 4.24
C -15.29 -6.33 3.59
N -15.89 -5.12 4.12
C -16.23 -4.27 3.24
C -16.95 -3.03 3.38
C -17.56 -2.49 2.24
C -18.45 -1.45 2.32
C -18.77 -0.93 3.59
C -18.15 -1.39 4.71
C -17.20 -2.43 4.66
O -16.57 -2.86 5.71
C -15.02 -7.88 6.96
C -16.05 -8.63 6.04
C -17.40 -7.89 5.75
N -17.75 -7.03 6.85
C -18.72 -7.36 7.62
C -19.06 -6.71 8.83
C -20.31 -7.02 9.40
C -20.65 -6.49 10.62
C -19.70 -5.70 11.30
C -18.45 -5.40 10.79
C -18.11 -5.84 9.48
O -17.00 -5.47 8.89
H -13.03 -6.75 8.17
H -14.60 -6.20 8.82
H -13.56 -5.08 7.93
H -12.68 -6.66 5.90
H -13.56 -5.19 5.53
H -13.98 -7.86 4.24
H -13.18 -6.44 3.63
H -16.01 -7.11 3.75
H -15.15 -6.30 2.52
H -15.98 -4.51 2.22
H -17.34 -2.91 1.27
H -18.90 -1.02 1.44
H -19.57 -0.19 3.62
H -18.47 -1.01 5.69
H -15.45 -7.88 7.94
H -14.17 -8.55 6.99
H -16.31 -9.56 6.58
H -15.56 -8.90 5.11
H -18.20 -8.63 5.53
H -17.34 -7.29 4.85
H -19.32 -8.24 7.34
H -20.96 -7.65 8.81
H -21.57 -6.72 11.13
H -19.99 -5.40 12.31
H -17.75 -4.81 11.33
Cl -24.48 -4.86 6.66
C -22.80 -4.50 6.70
C -22.33 -3.58 7.63
C -20.98 -3.26 7.71
Cl -20.48 -2.09 8.88
C -19.99 -3.92 6.96
O -18.75 -3.73 7.19
C -20.55 -4.78 5.95
C -19.66 -5.33 4.97
O -18.44 -5.19 4.93
C -21.93 -5.08 5.81
H -23.05 -3.11 8.24
H -20.17 -5.86 4.12
H -22.24 -5.81 5.08
C -16.59 -0.21 7.53
N -15.20 -0.37 7.08
C -14.51 0.35 6.14
C -13.31 -0.20 6.02
N -13.24 -1.24 6.92
C -12.09 -2.09 7.09
C -14.44 -1.41 7.51
Se -14.93 -2.73 8.70
H -17.05 0.60 6.96
H -16.63 0.00 8.61
H -17.12 -1.13 7.31
H -14.92 1.22 5.68
H -12.48 0.06 5.40
H -11.24 -1.67 6.56
H -12.25 -3.07 6.69
H -11.90 -2.20 8.16
*
```

Summary:
Orbital gap (spin up / spin down) in eV: 7.5682 / 7.5695
LUMO (spin up / spin down) in eV: 0.09 / 0.09
Highest occupied orbital energy (spin up / spin down) in eV: -7.482 / -7.481
F_max in eV/Å: 1.86

=====

Entry 5:
Entry from OMol25: one molecule with the formula C3H6OS2 (ωB97M-V/def2-TZVPD).

```
! wB97M-V def2-TZVPD RIJCOSX def2/J DEFGRID3
* xyz 0 1
O -2.78 0.90 0.40
C -2.45 0.47 -0.72
C -1.21 -0.28 -0.82
C 0.12 0.36 -1.31
S 1.53 0.59 -0.11
S 1.47 -1.17 1.29
H -3.29 0.44 -1.51
H -1.26 -1.01 -1.56
H -0.92 -0.79 0.10
H 0.02 1.29 -1.92
H 0.30 -0.21 -2.27
H 0.51 -0.91 2.07
*
```

Summary:
Orbital gap in eV: 9.0314
LUMO in eV: -0.34
Highest occupied orbital energy in eV: -9.368
Structure (SMILES): O=CCCSS
F_max in eV/Å: 4.53

=====

Entry 6:
Entry from OMol25: a 2-piece molecular cluster, CH5PS2 overall (ωB97M-V/def2-TZVPD).

```
! wB97M-V def2-TZVPD RIJCOSX def2/J DEFGRID3
* xyz 0 1
C 0.83 0.28 -2.34
P 0.84 0.79 -0.52
S 0.11 -0.64 0.59
H 1.21 1.20 -2.86
H 1.54 -0.49 -2.46
H -0.09 -0.13 -2.53
S -2.10 0.02 3.52
H -0.79 0.17 2.98
H -1.56 -1.19 3.62
*
```

Summary:
Orbital gap in eV: 7.4576
LUMO in eV: -1.37
Highest occupied orbital energy in eV: -8.829
Structure (SMILES): CP=S.S
F_max in eV/Å: 3.59

=====

Entry 7:
Entry from OMol25: one molecule with the formula C4H8S2 (ωB97M-V/def2-TZVPD).

```
! wB97M-V def2-TZVPD RIJCOSX def2/J DEFGRID3
* xyz 0 1
S -2.37 0.62 -1.24
C -0.83 0.70 -2.04
C 0.10 -0.44 -1.49
C 1.07 -0.20 -0.23
C 0.42 -0.49 1.13
S 1.74 -0.27 2.39
H -0.39 1.65 -2.80
H -0.37 -1.41 -1.40
H 0.91 -0.77 -2.36
H 1.97 -0.86 -0.34
H 1.55 0.88 -0.15
H -0.24 0.35 1.30
H -0.13 -1.35 1.23
H 2.14 -1.51 1.95
*
```

Summary:
Orbital gap in eV: 8.0142
LUMO in eV: -0.84
Highest occupied orbital energy in eV: -8.857
Structure (SMILES): S=CCCCS
F_max in eV/Å: 4.97

=====

Entry 8:
Entry from OMol25: one molecule with the formula C11H21N3O3 (ωB97M-V/def2-TZVPD).

```
! wB97M-V def2-TZVPD RIJCOSX def2/J DEFGRID3
* xyz 0 1
N -0.40 2.31 -1.37
C -1.09 3.03 -0.27
C -1.49 2.09 0.91
C -2.76 1.08 0.74
C -2.35 -0.01 -0.27
C -1.92 -1.35 0.37
N -0.84 -1.41 1.29
C 0.50 -1.39 1.29
O 0.99 -2.08 2.17
C 1.37 -0.48 0.37
C 2.07 -1.52 -0.76
C 3.27 -0.56 -1.33
C 3.29 0.56 -0.16
N 2.58 0.30 1.02
C -1.68 -2.46 -0.69
O -2.61 -2.80 -1.43
O -0.49 -3.12 -0.54
H 0.39 2.80 -1.66
H 0.14 1.50 -0.94
H -1.89 3.51 -0.71
H -0.38 3.82 0.13
H -0.64 1.40 1.33
H -1.76 2.67 1.85
H -2.76 0.54 1.67
H -3.74 1.58 0.55
H -1.34 0.26 -0.66
H -2.91 -0.26 -1.15
H -2.83 -1.59 1.01
H -1.03 -1.90 2.12
H 0.75 0.31 -0.13
H 1.25 -1.75 -1.49
H 2.35 -2.48 -0.30
H 4.31 -0.76 -1.44
H 2.74 -0.02 -2.07
H 4.35 0.90 0.04
H 2.57 1.28 -0.40
H 2.67 -0.12 1.96
H -0.70 -3.86 -1.07
*
```

Summary:
Orbital gap in eV: 9.1837
LUMO in eV: 0.54
Highest occupied orbital energy in eV: -8.646
Structure (SMILES): NCCCC[C@H](NC(=O)[C@@H]1CCCN1)C(=O)O
F_max in eV/Å: 6.73

=====

Entry 9:
Entry from OMol25: a 5-piece molecular cluster, C8H15ClN6O12 overall (ωB97M-V/def2-TZVPD).

```
! wB97M-V def2-TZVPD RIJCOSX def2/J DEFGRID3
* xyz 0 1
O -3.48 0.65 2.71
C -3.60 0.13 1.46
N -3.89 -0.70 0.37
O -3.35 -1.90 0.65
C -2.12 -2.16 -0.10
O -1.71 -3.46 -0.17
N -1.22 -1.13 -0.75
C 0.25 -1.38 -0.33
C 0.45 -1.51 1.29
O 0.97 -2.67 1.77
Cl 0.08 -0.21 2.56
H -1.44 -0.16 -0.46
H 0.63 -2.40 -0.81
H 0.93 -0.52 -0.79
C 0.31 -1.36 -4.91
N 0.68 -0.80 -3.58
O 0.42 0.39 -3.38
O 1.22 -1.57 -2.78
H -0.15 -0.58 -5.51
H 1.23 -1.72 -5.38
H -0.39 -2.18 -4.74
C 0.22 3.91 4.28
N 0.78 2.53 4.26
O -0.02 1.59 4.31
O 2.01 2.43 4.20
H -0.87 3.84 4.33
H 0.62 4.42 5.15
H 0.53 4.40 3.35
C -4.01 0.31 -5.84
N -3.25 -0.89 -6.28
O -2.04 -0.92 -6.00
O -3.88 -1.77 -6.88
H -3.33 1.00 -5.33
H -4.43 0.78 -6.74
H -4.80 -0.03 -5.17
C 4.88 0.78 4.55
N 5.70 0.19 5.65
O 5.40 0.50 6.81
O 6.62 -0.55 5.31
H 4.10 1.41 4.99
H 5.54 1.37 3.92
H 4.43 -0.05 4.00
*
```

Summary:
Orbital gap in eV: 8.6318
LUMO in eV: -1.60
Highest occupied orbital energy in eV: -10.233
Structure (SMILES): O=C=NOC(=O)NCC(=O)Cl.C[N+](=O)[O-].C[N+](=O)[O-].C[N+](=O)[O-].C[N+](=O)[O-]
F_max in eV/Å: 11.65

=====

Entry 10:
Entry from OMol25: a 10-piece molecular cluster, C24H52N3O25 overall (ωB97M-V/def2-TZVPD).

```
! wB97M-V def2-TZVPD RIJCOSX def2/J DEFGRID3
* xyz -1 1
C 17.61 -11.05 -13.24
C 18.39 -9.87 -13.82
C 18.80 -8.89 -12.71
O 19.45 -10.24 -14.54
H 18.23 -11.57 -12.50
H 17.36 -11.75 -14.04
H 16.69 -10.72 -12.72
H 17.69 -9.32 -14.54
H 19.54 -8.14 -12.95
H 19.10 -9.44 -11.81
H 17.90 -8.28 -12.46
C 14.92 -14.96 -13.02
O 15.43 -15.25 -14.33
C 14.53 -15.49 -15.27
O 13.33 -15.53 -15.14
O 15.20 -15.67 -16.39
C 14.41 -15.92 -17.52
H 14.65 -15.90 -12.54
H 14.01 -14.35 -13.07
H 15.65 -14.39 -12.48
H 14.76 -16.85 -17.99
H 14.55 -15.11 -18.24
H 13.35 -16.07 -17.36
C 22.41 -8.22 -19.74
O 21.13 -7.76 -19.45
C 20.67 -8.07 -18.21
O 21.15 -8.87 -17.49
O 19.62 -7.30 -17.99
C 18.86 -7.54 -16.80
H 22.59 -8.14 -20.81
H 22.52 -9.29 -19.51
H 23.16 -7.74 -19.11
H 18.09 -6.78 -16.72
H 19.48 -7.48 -15.91
H 18.36 -8.50 -16.83
C 16.70 -12.04 -9.42
O 15.34 -11.90 -9.12
C 14.51 -12.76 -9.69
O 14.79 -13.76 -10.29
O 13.27 -12.41 -9.35
C 12.24 -13.26 -9.88
H 17.27 -11.15 -9.16
H 16.87 -12.30 -10.46
H 17.14 -12.87 -8.85
H 11.33 -12.82 -9.49
H 12.34 -14.27 -9.47
H 12.27 -13.29 -10.96
C 15.30 -5.78 -18.82
O 14.52 -6.46 -17.84
C 14.98 -7.64 -17.46
O 15.90 -8.20 -17.95
O 14.21 -8.09 -16.50
C 14.73 -9.16 -15.70
H 16.34 -5.72 -18.48
H 14.93 -4.76 -18.87
H 15.30 -6.29 -19.78
H 15.79 -9.32 -15.90
H 14.21 -10.10 -15.87
H 14.67 -8.87 -14.65
C 20.23 -12.48 -9.55
O 20.19 -11.80 -10.79
C 21.32 -11.20 -11.15
O 21.55 -10.65 -12.16
O 22.25 -11.33 -10.16
C 23.42 -10.57 -10.33
H 20.37 -11.75 -8.76
H 20.99 -13.26 -9.52
H 19.25 -12.93 -9.38
H 24.30 -11.22 -10.21
H 23.42 -9.73 -9.65
H 23.53 -10.25 -11.37
C 18.93 -14.33 -12.88
O 20.06 -14.84 -12.21
C 21.27 -14.44 -12.57
O 21.55 -13.71 -13.44
O 22.15 -14.94 -11.69
C 23.50 -14.78 -12.03
H 18.24 -13.80 -12.22
H 18.35 -15.14 -13.32
H 19.16 -13.62 -13.68
H 23.79 -13.75 -11.80
H 23.69 -14.98 -13.08
H 24.08 -15.47 -11.43
C 19.18 -5.11 -12.81
N 20.25 -4.54 -11.97
O 21.33 -4.35 -12.46
O 19.97 -4.30 -10.82
H 18.97 -4.36 -13.59
H 18.24 -5.15 -12.28
H 19.42 -6.04 -13.31
C 14.83 -4.60 -14.04
N 15.10 -6.00 -13.65
O 16.22 -6.30 -13.33
O 14.19 -6.78 -13.79
H 13.91 -4.58 -14.60
H 15.67 -4.17 -14.57
H 14.69 -4.05 -13.11
C 18.78 -7.12 -9.06
N 20.26 -7.28 -9.16
O 20.66 -7.62 -10.24
O 20.96 -6.91 -8.23
H 18.29 -8.08 -9.08
H 18.50 -6.47 -9.87
H 18.54 -6.58 -8.15
*
```

Summary:
Orbital gap in eV: 4.2109
LUMO in eV: 1.97
Highest occupied orbital energy in eV: -2.243
F_max in eV/Å: 2.55